This record from OMol25 describes a structure of composition C47H42N2O2P2PtS2. The level of theory is the ωB97M-V functional and the def2-TZVPD basis.

Values from the calculation:
LUMO   -0.4951 Ha
Total charge   +4
HOMO energy   -18.068 eV

Each line ends with the Mulliken charge.
Positions of all 98 atoms, in Å:
Pt  0.540560  1.006356  0.930732  2.579
O  -0.212655  0.920357  3.900056  -0.667
S  0.199239  -0.059018  2.917614  1.234
C  -0.996812  -1.340784  2.688433  0.693
C  -1.219001  -2.311140  3.652904  -0.956
C  -2.191920  -3.273449  3.402696  -0.971
C  -2.911146  -3.258318  2.213595  -0.929
C  -2.686049  -2.273219  1.256579  -1.233
C  -1.726978  -1.296450  1.501888  1.070
P  -1.518402  0.091265  0.385588  0.090
C  -1.794333  -0.307009  -1.311647  0.891
C  -0.761259  -0.677196  -2.176524  -0.065
C  -1.063492  -1.064017  -3.469115  -0.882
C  -2.387875  -1.096747  -3.895525  -0.743
C  -3.416674  -0.728002  -3.036737  -0.930
C  -3.130358  -0.320915  -1.745057  -0.321
C  -2.506039  1.454515  0.906443  1.043
C  -2.917348  2.398831  -0.063757  -0.420
C  -3.838292  3.363751  0.278359  -0.961
C  -4.314191  3.438919  1.589044  -0.680
C  -3.880644  2.541695  2.564151  -0.918
C  -2.990726  1.543465  2.231277  -0.714
C  1.701331  -0.853059  3.342778  0.451
C  1.951207  -1.205313  4.660920  -0.534
C  3.096789  -1.944176  4.930412  -0.914
C  3.947684  -2.324180  3.898899  -0.794
C  3.698307  -1.935606  2.586794  -0.288
C  2.572013  -1.165141  2.303320  -0.791
P  2.325645  -0.572890  0.621891  0.777
C  1.953426  -1.956341  -0.406501  0.803
C  1.023589  -2.893873  0.079952  -0.155
C  0.747268  -4.030884  -0.650621  -0.838
C  1.397484  -4.252023  -1.863271  -0.736
C  2.340068  -3.344917  -2.336083  -0.901
C  2.622487  -2.196318  -1.619569  -0.254
C  3.674786  0.424952  0.091223  0.936
C  3.769695  0.828673  -1.253848  -0.255
C  4.847059  1.586715  -1.660278  -1.024
C  5.819065  1.969111  -0.735083  -0.676
C  5.702334  1.616611  0.604861  -0.868
C  4.628118  0.855485  1.028752  -0.950
H  -0.649421  -2.336989  4.572882  0.586
H  -2.380247  -4.044296  4.138590  0.499
H  -3.658511  -4.019155  2.029072  0.519
H  -3.256005  -2.270521  0.336009  0.627
H  0.268766  -0.650722  -1.849891  0.276
H  -0.270025  -1.335810  -4.152222  0.533
H  -2.618787  -1.401794  -4.907809  0.476
H  -4.443481  -0.745936  -3.376597  0.486
H  -3.937008  -0.017324  -1.087948  0.597
H  -2.543906  2.335816  -1.079146  0.750
H  -4.189836  4.065700  -0.465700  0.581
H  -5.031811  4.205057  1.853661  0.477
H  -4.262177  2.612860  3.573503  0.534
H  -2.705663  0.816988  2.979198  0.304
H  1.279729  -0.903635  5.455733  0.674
H  3.321543  -2.228022  5.950274  0.495
H  4.830534  -2.910533  4.118471  0.509
H  4.393808  -2.210970  1.802847  0.613
H  0.549400  -2.752894  1.043160  0.310
H  0.049200  -4.764609  -0.270662  0.518
H  1.190446  -5.153041  -2.426458  0.494
H  2.876263  -3.548274  -3.253445  0.520
H  3.394378  -1.532558  -1.976124  0.547
H  3.003449  0.565917  -1.972574  0.402
H  4.940610  1.881373  -2.696860  0.532
H  6.669139  2.553416  -1.063314  0.486
H  6.454319  1.928413  1.316974  0.505
H  4.547403  0.584820  2.072735  0.428
C  1.176274  9.144925  -0.507716  -1.467
C  1.052346  7.721048  -1.039562  0.140
C  1.272107  6.723744  0.085842  -0.840
N  1.242834  5.315117  -0.396112  0.083
C  0.621446  4.278875  0.093698  0.299
S  1.295634  2.720731  -0.442194  -0.499
N  -0.408911  4.358174  0.944926  0.250
C  -1.415973  5.403365  1.153942  -0.312
O  -1.853939  5.475564  2.263382  -0.501
C  -1.856026  6.173660  -0.019031  1.205
C  -2.399006  7.438422  0.212919  -0.704
C  -2.877868  8.183397  -0.852498  -0.732
C  -2.841825  7.658069  -2.138588  -0.600
C  -2.320246  6.388241  -2.369154  -0.975
C  -1.816580  5.648922  -1.313158  0.065
H  1.004535  9.863296  -1.306423  0.393
H  2.168978  9.335221  -0.098883  0.390
H  0.442948  9.338496  0.277147  0.352
H  1.795669  7.549185  -1.824014  0.484
H  0.069465  7.562993  -1.484497  -0.015
H  0.541177  6.842701  0.879786  0.283
H  2.263404  6.856337  0.525893  0.646
H  1.914312  5.122019  -1.131153  0.289
H  -0.525389  3.616213  1.623077  0.024
H  -2.438467  7.826194  1.223072  0.551
H  -3.288756  9.168776  -0.679823  0.508
H  -3.226051  8.238218  -2.967110  0.482
H  -2.308573  5.983956  -3.372376  0.484
H  -1.417887  4.657252  -1.499695  0.245

Forces on atoms 1 to 3 (eV/Å):
-0.264 0.033 -0.040
-0.013 -0.008 -0.015
0.064 -0.021 -0.035

=====

This record from OMol25 describes a structure of composition C2H8N2 in a non-equilibrium geometry. The level of theory is the ωB97M-V functional and the def2-TZVPD basis.

Values from the calculation:
LUMO   0.0410 Ha
HOMO energy   -9.098 eV

Each line ends with the natural charge from an NBO analysis.
Positions of all 12 atoms, in Å:
N  1.809950  -0.381551  -0.862457  -0.803
C  0.554346  -0.554216  0.313971  -0.404
C  -0.590178  0.218166  -0.362382  -0.223
N  -1.441784  0.857559  0.628047  -0.847
H  2.645188  -0.397493  -0.272472  0.331
H  1.199382  -1.329433  -0.577040  0.384
H  0.200432  -1.311479  1.019816  0.224
H  1.000559  0.244405  0.895867  0.247
H  -1.150447  -0.330744  -1.127651  0.166
H  -0.156849  1.037189  -0.948928  0.212
H  -1.906194  1.668735  0.266566  0.363
H  -2.164405  0.278862  1.026658  0.351

Forces on atoms 1 to 3 (eV/Å):
-2.214 -3.009 0.976
-0.533 5.257 0.445
-0.288 0.362 -0.497

=====

Here are the calculated frontier orbital gap numbers, same order: 4.595, 10.212 (eV).
Here are the calculated DFT total energy numbers, same order: -3673.2326, -190.3634 (a.u.).